1.
Formula: C4H31N2O13
Source: the Open Molecules 2025 dataset
Level of theory: the ωB97M-V functional and the def2-TZVPD basis

```
50
Properties=species:S:1:pos:R:3
O -1.45 -0.36 -2.26
C -1.02 -0.04 -1.13
N 0.33 0.13 -0.93
C 1.24 0.34 -2.06
O 2.13 1.20 -1.59
C -1.90 0.56 -0.11
N -2.29 -0.24 1.12
C -3.76 -0.35 1.00
H 0.64 0.29 -0.05
H 1.64 -0.54 -2.49
H 0.68 0.84 -2.85
H -1.60 1.54 0.25
H -2.90 0.84 -0.55
H -1.71 -1.13 1.25
H -4.21 -0.72 -0.02
H -4.43 -0.74 1.83
H -4.40 0.55 1.33
H 0.71 0.39 2.81
H 1.77 1.31 1.92
O 1.53 0.43 2.22
H 2.60 -0.42 1.15
H 1.87 -2.15 -0.27
O 2.88 -0.86 0.37
H 1.50 -1.84 2.79
H 1.58 -2.24 4.19
O 0.97 -1.84 3.71
H -4.09 -1.92 -2.08
H -3.16 -0.81 -2.22
O -4.12 -0.99 -2.09
H -0.83 -1.95 -2.56
H -0.14 -2.15 -3.87
O -0.40 -2.66 -3.00
H 1.91 4.05 -1.61
H 2.58 2.71 -1.76
O 2.74 3.74 -1.68
H -1.04 1.66 2.70
H -0.87 0.41 3.03
O -0.79 1.25 3.48
H -0.21 3.50 1.76
H 0.49 3.01 0.62
O -0.32 3.09 0.91
H -0.05 -3.03 0.26
H -0.50 -2.62 1.71
O -0.75 -2.80 0.87
H 2.05 1.93 -0.38
H 3.12 2.74 0.52
O 2.25 2.43 0.50
H 1.20 -2.85 -1.51
H 2.81 -0.25 -0.36
O 1.52 -2.97 -0.58
```

Properties
Kohn-Sham gap   8.8 eV
HOMO energy   -6.07 eV
E_tot   -1258.60426 Eh
Relative energy (zero: lowest compared OMol25 entry of this formula, charge and spin)   153.7 kcal per mole
M   315.293 g/mol
Net charge   -1
Spin multiplicity   1

2.
Formula: C44H80Br24Hg2N4O4
Source: the Open Molecules 2025 dataset
Level of theory: the ωB97M-V functional and the def2-TZVPD basis

```
158
Properties=species:S:1:pos:R:3
Hg 1.40 22.41 -7.72
Hg 4.52 19.93 -7.40
C 6.57 16.31 -9.69
C 5.34 17.20 -9.46
C 4.07 16.48 -9.92
C 3.65 15.35 -8.98
C 3.60 15.86 -7.54
C 4.86 16.58 -7.07
N 5.16 17.64 -8.06
O 6.23 18.54 -7.58
C 5.95 15.48 -6.82
C 4.59 17.16 -5.68
C 5.45 18.42 -10.42
H 7.40 16.53 -9.01
H 6.93 16.31 -10.72
H 6.37 15.28 -9.39
H 4.30 15.93 -10.84
H 3.25 17.16 -10.16
H 4.25 14.45 -9.13
H 2.64 14.99 -9.20
H 3.31 15.11 -6.81
H 2.79 16.60 -7.57
H 5.77 14.85 -5.95
H 6.96 15.88 -6.75
H 5.90 14.65 -7.54
H 4.50 16.39 -4.92
H 3.61 17.65 -5.62
H 5.41 17.77 -5.30
H 6.40 18.93 -10.24
H 4.66 19.17 -10.26
H 5.45 18.06 -11.44
C 4.04 21.40 -4.83
C 4.97 22.45 -5.46
C 6.40 22.07 -5.00
C 7.50 22.78 -5.81
C 7.35 22.46 -7.28
C 5.98 22.86 -7.85
N 4.92 22.30 -6.95
O 3.64 22.38 -7.45
C 5.90 22.22 -9.25
C 5.79 24.41 -8.01
C 4.69 23.85 -4.93
H 4.27 21.47 -3.76
H 4.20 20.32 -4.91
H 3.03 21.76 -4.99
H 6.62 21.00 -5.12
H 6.58 22.37 -3.97
H 8.48 22.47 -5.41
H 7.60 23.86 -5.72
H 7.48 21.38 -7.40
H 8.18 22.92 -7.83
H 4.91 22.42 -9.66
H 6.00 21.13 -9.30
H 6.65 22.59 -9.96
H 6.45 24.86 -8.75
H 5.85 24.94 -7.06
H 4.77 24.65 -8.32
H 4.45 23.92 -3.87
H 3.93 24.38 -5.51
H 5.57 24.49 -5.05
C 0.88 18.11 -9.30
C 0.58 19.59 -9.18
C -0.86 19.94 -9.56
C -1.95 19.51 -8.55
C -1.58 20.04 -7.11
C -0.17 19.76 -6.68
N 0.78 20.05 -7.77
O 2.14 20.01 -7.34
C -0.07 18.35 -6.06
C -0.08 20.73 -5.46
C 1.47 20.31 -10.23
H 1.86 17.87 -8.88
H 0.93 17.69 -10.31
H 0.19 17.54 -8.68
H -1.16 19.36 -10.44
H -1.01 20.93 -9.99
H -2.01 18.42 -8.47
H -2.91 19.95 -8.82
H -2.43 19.66 -6.55
H -1.79 21.11 -7.20
H -0.71 18.24 -5.19
H 0.96 18.22 -5.70
H -0.21 17.52 -6.76
H -0.87 20.46 -4.76
H -0.15 21.76 -5.82
H 0.88 20.74 -4.93
H 1.55 21.40 -10.12
H 1.15 20.01 -11.22
H 2.52 20.01 -10.12
C -0.98 25.70 -9.84
C 0.33 25.01 -9.44
C 1.55 25.93 -9.63
C 1.79 26.92 -8.44
C 1.76 26.28 -7.08
C 0.49 25.44 -6.82
N 0.33 24.57 -8.02
O -0.63 23.47 -7.81
C -0.73 26.35 -6.53
C 0.71 24.57 -5.59
C 0.61 23.84 -10.39
H -1.82 25.01 -9.94
H -0.92 26.14 -10.84
H -1.26 26.49 -9.15
H 1.31 26.61 -10.45
H 2.50 25.44 -9.82
H 1.10 27.77 -8.42
H 2.76 27.39 -8.60
H 1.80 27.10 -6.35
H 2.65 25.71 -6.79
H -1.64 25.75 -6.48
H -0.91 27.10 -7.30
H -0.67 26.92 -5.60
H -0.09 23.90 -5.28
H 0.82 25.26 -4.75
H 1.63 23.98 -5.58
H 0.46 24.21 -11.41
H -0.17 23.08 -10.39
H 1.62 23.46 -10.27
C 10.51 22.51 -2.29
Br 8.71 23.31 -2.11
Br 11.08 22.29 -4.17
Br 10.43 20.80 -1.38
H 11.21 23.14 -1.76
C 4.80 26.76 -10.86
Br 4.81 24.97 -11.59
Br 3.65 28.00 -11.94
Br 6.62 27.45 -10.64
H 4.39 26.78 -9.86
C 1.76 18.86 -2.04
Br 0.78 17.41 -1.14
Br 3.54 18.58 -2.75
Br 1.84 20.42 -0.84
H 1.17 19.20 -2.89
C 11.02 25.99 -4.58
Br 9.95 25.34 -6.06
Br 10.96 27.95 -4.43
Br 12.83 25.21 -4.65
H 10.53 25.63 -3.68
C 5.89 21.56 -13.45
Br 4.01 21.54 -12.95
Br 6.26 22.78 -14.85
Br 6.42 19.80 -14.04
H 6.46 21.76 -12.55
C 10.02 20.12 -11.68
Br 9.38 18.27 -11.96
Br 11.83 20.30 -10.96
Br 8.73 21.01 -10.49
H 9.94 20.67 -12.60
C 10.02 25.89 -10.62
Br 10.53 27.12 -9.17
Br 8.82 24.54 -9.87
Br 11.67 25.14 -11.45
H 9.43 26.33 -11.42
C 9.87 19.07 -5.54
Br 9.78 18.18 -7.28
Br 11.64 18.85 -4.72
Br 8.41 18.40 -4.44
H 9.69 20.14 -5.62
```

Properties
Kohn-Sham gap   6.5 eV
HOMO energy   -7.02 eV
E_tot   -64327.20551 Eh
Relative energy (zero: lowest compared OMol25 entry of this formula, charge and spin)   23.7 kcal per mole
M   3048.024 g/mol
Net charge   0
Spin multiplicity   1

3.
Formula: CO4S2
Source: the Open Molecules 2025 dataset
Level of theory: the ωB97M-V functional and the def2-TZVPD basis

```
7
Properties=species:S:1:pos:R:3
C -0.92 0.17 0.03
O 1.23 1.43 0.83
O -2.34 -1.81 0.00
O 1.14 0.53 -1.45
O 1.49 -0.96 0.46
S -1.71 1.55 -0.05
S 0.88 0.28 -0.02
```

Properties
Kohn-Sham gap (spin up / spin down)   5.8 / 5.1 eV
HOMO energy (spin up / spin down)   -0.12 / 0.64 eV
E_tot   -1135.23500 Eh
Relative energy (zero: lowest compared OMol25 entry of this formula, charge and spin)   139.3 kcal per mole
M   140.141 g/mol
Net charge   -2
Spin multiplicity   1